{
  "formula": "C6H2F12",
  "method": "wB97M-V/def2-TZVPD",
  "lumo_ev": 0.79,
  "homo_lumo_gap_ev": 13.7,
  "smiles": "F[C@H]([C@H](F)C(F)(C(F)(F)F)C(F)(F)F)C(F)(F)F",
  "species": ["F", "C", "C", "F", "C", "F", "C", "F", "F", "F", "C", "F", "F", "F", "C", "F", "F", "F", "H", "H"],
  "positions_angstrom": [[-1.197, -1.109, 0.985], [-0.485, -0.001, 1.346], [0.672, 0.318, 0.302], [1.126, 1.539, 0.539], [0.426, 0.259, -1.297], [1.585, 0.663, -1.891], [0.333, -1.245, -1.678], [0.453, -1.278, -3.062], [-0.829, -1.889, -1.480], [1.389, -1.928, -1.132], [-0.877, 0.984, -1.705], [-1.976, 0.425, -1.217], [-0.863, 1.135, -3.038], [-0.799, 2.244, -1.177], [0.030, -0.132, 2.805], [1.080, -1.049, 2.874], [0.502, 1.044, 3.295], [-0.950, -0.547, 3.628], [-1.134, 0.890, 1.411], [1.513, -0.325, 0.490]]
}

=====

{
  "formula": "C2H5Br3Si",
  "method": "wB97M-V/def2-TZVPD",
  "lumo_ev": [0.05, -1.83],
  "homo_lumo_gap_ev": [8.6, 7.0],
  "species": ["C", "C", "Si", "Br", "Br", "Br", "H", "H", "H", "H", "H"],
  "positions_angstrom": [[1.972, -1.201, 1.377], [-3.563, 0.976, -0.842], [-1.975, 0.177, -0.309], [-4.943, 0.812, 0.541], [-0.382, 0.143, -1.852], [-2.293, -1.960, -0.029], [1.030, -1.128, 1.820], [1.933, -1.921, 0.644], [2.874, -0.694, 1.599], [-4.092, 0.645, -1.690], [-3.305, 1.992, -0.971]]
}

=====

{
  "formula": "C2H10N2O2",
  "method": "wB97M-V/def2-TZVPD",
  "lumo_ev": 0.50,
  "homo_lumo_gap_ev": 10.0,
  "smiles": "C/N=C\\N.O.O",
  "species": ["C", "N", "C", "N", "H", "H", "H", "H", "H", "H", "O", "H", "H", "O", "H", "H"],
  "positions_angstrom": [[0.176, 1.065, -1.306], [0.768, -0.053, -2.009], [0.687, -1.235, -1.578], [0.035, -1.708, -0.445], [-0.070, 1.845, -2.019], [0.866, 1.520, -0.584], [-0.667, 0.700, -0.719], [1.218, -1.986, -2.151], [-0.306, -2.650, -0.329], [-0.595, -1.151, 0.086], [0.887, 1.081, 2.731], [0.884, 0.893, 1.802], [0.418, 0.307, 3.071], [-2.010, 0.500, 1.465], [-1.747, 0.170, 0.600], [-2.056, 1.449, 1.408]]
}

=====

{
  "formula": "C12H30N2O8SSn",
  "method": "wB97M-V/def2-TZVPD",
  "s_squared": 0.753,
  "lumo_ev": [2.10, 2.07],
  "charge": -1,
  "spin_multiplicity": 2,
  "homo_lumo_gap_ev": [5.3, 6.3],
  "species": ["Sn", "S", "O", "O", "O", "O", "C", "O", "C", "C", "N", "C", "C", "O", "C", "H", "H", "H", "H", "H", "H", "H", "H", "H", "H", "H", "H", "H", "H", "H", "C", "O", "C", "C", "N", "C", "C", "O", "C", "H", "H", "H", "H", "H", "H", "H", "H", "H", "H", "H", "H", "H", "H", "H"],
  "positions_angstrom": [[-19.416, -13.126, -26.889], [-20.583, -15.221, -24.087], [-21.780, -15.882, -24.498], [-19.503, -15.512, -25.038], [-20.685, -13.754, -24.250], [-20.252, -15.638, -22.730], [-22.092, -10.840, -28.710], [-22.004, -12.041, -27.910], [-23.277, -12.655, -27.924], [-23.346, -13.668, -26.788], [-22.287, -14.673, -26.918], [-22.504, -15.639, -28.010], [-21.270, -16.584, -28.190], [-20.107, -15.958, -28.681], [-18.828, -16.594, -28.556], [-22.585, -10.094, -28.087], [-22.554, -11.004, -29.684], [-21.063, -10.532, -28.897], [-23.554, -13.048, -28.902], [-24.122, -11.993, -27.730], [-24.292, -14.208, -26.738], [-23.114, -13.132, -25.867], [-22.322, -15.196, -26.054], [-22.609, -14.962, -28.857], [-23.410, -16.206, -27.794], [-21.534, -17.452, -28.794], [-21.000, -16.943, -27.197], [-18.160, -16.026, -29.203], [-18.727, -17.671, -28.688], [-18.543, -16.442, -27.515], [-19.313, -9.310, -24.597], [-19.807, -10.590, -24.900], [-21.261, -10.731, -25.048], [-22.130, -10.718, -23.713], [-21.630, -11.770, -22.797], [-20.525, -11.485, -21.944], [-20.841, -10.375, -20.920], [-19.672, -10.331, -20.078], [-19.784, -9.424, -18.932], [-18.225, -9.324, -24.541], [-19.778, -9.029, -23.652], [-19.626, -8.554, -25.317], [-21.549, -11.632, -25.590], [-21.642, -9.842, -25.550], [-23.164, -10.918, -23.993], [-21.936, -9.737, -23.277], [-21.324, -12.580, -23.318], [-19.765, -11.268, -22.694], [-20.165, -12.309, -21.327], [-21.750, -10.540, -20.341], [-21.032, -9.393, -21.354], [-18.799, -9.006, -18.726], [-20.050, -9.943, -18.012], [-20.400, -8.547, -19.135]]
}

=====

{
  "formula": "C6H26N2O6",
  "method": "wB97M-V/def2-TZVPD",
  "lumo_ev": 0.56,
  "homo_lumo_gap_ev": 10.0,
  "smiles": "CNC[C@H]1CCCN1.O.O.O.O.O.O",
  "species": ["C", "N", "C", "C", "C", "C", "C", "N", "H", "H", "H", "H", "H", "H", "H", "H", "H", "H", "H", "H", "H", "H", "O", "H", "H", "O", "H", "H", "O", "H", "H", "O", "H", "H", "O", "H", "H", "O", "H", "H"],
  "positions_angstrom": [[-2.310, -1.470, 0.269], [-1.463, -0.310, 0.534], [-1.963, 0.835, -0.241], [-0.977, 1.995, -0.360], [-0.162, 2.228, 0.915], [1.226, 1.566, 0.685], [1.308, 1.283, -0.824], [0.030, 1.735, -1.417], [-3.263, -1.266, 0.760], [-1.913, -2.428, 0.590], [-2.639, -1.563, -0.774], [-0.496, -0.525, 0.277], [-2.239, 0.500, -1.245], [-2.900, 1.217, 0.179], [-1.492, 2.900, -0.672], [-0.081, 3.257, 1.263], [-0.521, 1.671, 1.770], [2.067, 2.218, 0.926], [1.342, 0.701, 1.325], [2.115, 1.806, -1.325], [1.409, 0.240, -1.085], [0.159, 2.552, -1.994], [0.447, -1.930, -2.082], [0.215, -2.033, -1.148], [-0.054, -1.173, -2.439], [1.332, -1.976, 0.569], [2.133, -1.794, 0.055], [1.464, -1.827, 1.525], [3.043, -1.145, -1.684], [2.332, -1.573, -2.189], [3.851, -1.655, -1.788], [1.474, -1.911, 3.426], [0.616, -2.302, 3.661], [1.118, -0.997, 3.404], [-0.700, -0.330, 3.273], [-0.913, -0.391, 2.305], [-1.341, 0.299, 3.618], [-1.045, 0.312, -3.292], [-0.496, 0.747, -2.601], [-0.714, 0.539, -4.169]]
}

=====

{
  "formula": "CH4N2O2",
  "method": "wB97M-V/def2-TZVPD",
  "lumo_ev": 0.27,
  "homo_lumo_gap_ev": 9.7,
  "smiles": "O/N=C/NO",
  "species": ["O", "N", "C", "N", "O", "H", "H", "H", "H"],
  "positions_angstrom": [[1.256, 1.973, 0.064], [0.125, 0.938, -0.045], [0.464, -0.268, -0.510], [-0.231, -1.353, 0.071], [-1.662, -1.207, 0.468], [1.683, 1.559, -0.667], [1.344, -0.629, -1.284], [-0.269, -1.876, -0.771], [-1.552, -0.677, 1.344]]
}

=====

{
  "formula": "C2Br2I2",
  "method": "wB97M-V/def2-TZVPD",
  "lumo_ev": [-3.53, -3.54],
  "homo_lumo_gap_ev": [5.6, 5.6],
  "species": ["C", "C", "Br", "Br", "I", "I"],
  "positions_angstrom": [[-0.085, 0.597, -0.355], [0.417, -0.257, 0.470], [-1.228, 0.299, -1.742], [1.513, -0.307, 1.857], [0.929, 2.580, -0.544], [-1.545, -2.911, 0.314]]
}

=====

{
  "formula": "C17H20N2O4S",
  "method": "wB97M-V/def2-TZVPD",
  "lumo_ev": 0.61,
  "homo_lumo_gap_ev": 8.6,
  "smiles": "COc1cccc(NS(=O)(=O)c2cc3c(cc2C)N(C)CCO3)c1",
  "species": ["C", "O", "C", "C", "C", "C", "C", "N", "S", "O", "O", "C", "C", "C", "C", "C", "C", "C", "N", "C", "C", "C", "O", "C", "H", "H", "H", "H", "H", "H", "H", "H", "H", "H", "H", "H", "H", "H", "H", "H", "H", "H", "H", "H"],
  "positions_angstrom": [[6.179, -1.208, -2.410], [5.309, -2.218, -1.963], [4.188, -1.860, -1.276], [3.385, -2.912, -0.833], [2.230, -2.642, -0.128], [1.847, -1.340, 0.143], [2.646, -0.291, -0.290], [2.261, 1.024, -0.055], [1.437, 1.507, 1.341], [1.857, 0.720, 2.461], [1.662, 2.926, 1.389], [-0.268, 1.158, 0.975], [-0.941, 0.320, 1.847], [-2.273, 0.016, 1.641], [-2.960, 0.579, 0.543], [-2.245, 1.413, -0.319], [-0.904, 1.712, -0.126], [-0.170, 2.604, -1.075], [-4.291, 0.275, 0.349], [-5.072, 0.981, -0.635], [-4.984, -0.258, 1.499], [-4.108, -1.350, 2.108], [-2.879, -0.821, 2.541], [3.817, -0.552, -1.000], [6.578, -0.621, -1.576], [6.998, -1.724, -2.909], [5.687, -0.538, -3.124], [3.692, -3.921, -1.051], [1.614, -3.459, 0.216], [0.947, -1.132, 0.696], [2.920, 1.730, -0.348], [-0.420, -0.093, 2.695], [-2.746, 1.856, -1.164], [0.472, 3.282, -0.519], [-0.866, 3.175, -1.683], [0.460, 2.007, -1.733], [-5.146, 2.054, -0.421], [-6.076, 0.561, -0.648], [-4.634, 0.845, -1.623], [-5.938, -0.682, 1.181], [-5.173, 0.517, 2.257], [-4.577, -1.789, 2.991], [-3.936, -2.134, 1.358], [4.421, 0.282, -1.324]]
}

=====

Ordered calculated total energy results: -1428.2343, -8090.6928, -342.1568, -1798.9928, -805.1643, -300.2944, -5819.4763, -1468.4347; unit hartree.
Ordered energy above the lowest of the compared OMol25 structures with the same formula, charge and spin results: 10.2, 94.6, 23.3, 8.0, 0.0, 121.3, 69.4, 72.1; unit kcal/mol.
Ordered F_max results: 0.0729, 0.0459, 0.0199, 0.0743, 0.0267, 0.0796, 0.0363, 0.0200; unit Eh/bohr.